This record from OMol25 describes a structure of composition C23H32AsBrIN6O3Pt. The level of theory is wB97M-V/def2-TZVPD.

XYZ file:
```
68
Properties=species:S:1:pos:R:3:forces:R:3:lowdin_charge:R:1
Pt -0.027264 0.849585 -0.647582 -0.047 -0.094 -0.158 0.89
C 2.836959 -0.097502 -0.328683 0.008 0.057 -0.019 -0.19
N 1.950575 0.878122 -1.099081 0.026 0.015 0.066 -0.25
C 2.483932 2.274265 -0.757885 -0.014 0.005 -0.059 -0.18
N 3.868551 2.409149 -1.080347 0.001 0.018 0.020 -0.07
C 4.649769 1.425769 -0.320503 0.001 -0.009 0.024 -0.12
N 4.215413 0.068966 -0.660751 0.004 0.012 0.018 -0.07
C 4.403061 -0.153500 -2.098844 0.008 -0.025 -0.013 -0.12
N 3.624555 0.818274 -2.873439 -0.014 0.013 -0.007 -0.07
C 2.231389 0.667415 -2.586060 -0.013 0.019 0.024 -0.15
C 4.063121 2.168230 -2.515455 -0.006 0.004 -0.020 -0.12
H 2.521723 -1.101442 -0.598835 -0.024 -0.057 -0.019 0.08
H 2.661570 0.079290 0.734016 0.013 -0.012 0.000 0.14
H 2.311886 2.433620 0.308335 0.011 0.012 0.005 0.14
H 1.891958 2.976039 -1.344074 0.046 -0.048 0.032 0.09
H 4.514975 1.597416 0.748258 0.004 0.000 -0.002 0.14
H 5.704891 1.540525 -0.560382 -0.006 -0.004 -0.005 0.15
H 4.087935 -1.165769 -2.357878 0.001 0.003 -0.001 0.14
H 5.457774 -0.049055 -2.345791 -0.004 0.004 0.006 0.15
H 1.891540 -0.333259 -2.843687 -0.005 -0.033 -0.016 0.11
H 1.640708 1.404512 -3.132864 0.006 -0.006 -0.010 0.13
H 3.493655 2.900163 -3.091096 0.000 -0.002 -0.004 0.14
H 5.117613 2.283237 -2.758870 -0.004 -0.006 0.008 0.15
N 0.045464 5.294123 -1.547321 0.008 0.015 0.021 0.25
C -0.759412 4.345707 -1.093121 -0.012 0.014 -0.106 -0.57
O -0.443595 3.169839 -0.924973 0.009 0.000 0.071 -0.09
C -2.163124 4.831627 -0.732810 -0.078 -0.014 0.053 -0.28
I -3.673062 3.403194 -1.201666 0.017 0.063 -0.127 1.98
H 1.017664 5.089229 -1.730863 0.006 0.011 0.009 0.14
H -0.249119 6.251550 -1.670841 0.001 0.000 -0.001 0.15
H -2.487132 5.755165 -1.213460 0.011 -0.005 -0.009 0.09
H -2.276093 4.934605 0.350081 0.010 0.032 -0.011 0.11
Br -0.114053 -0.733129 4.743132 0.003 -0.011 -0.018 0.87
C -1.607842 0.053523 3.933407 0.025 0.009 -0.009 -0.65
C -2.793991 0.223291 4.661706 -0.006 -0.034 -0.009 -0.09
N -3.885240 0.779650 4.151673 -0.004 0.026 -0.004 0.14
C -3.853795 1.219062 2.906213 0.014 0.003 0.059 -0.03
C -2.714034 1.089811 2.101560 -0.005 -0.050 0.028 -0.13
C -1.564367 0.487903 2.630074 0.004 -0.037 0.014 -0.06
C -2.729843 1.539944 0.731152 0.005 0.039 -0.214 -0.47
O -3.639559 2.553792 0.537547 0.004 -0.087 0.026 -0.42
O -2.086592 1.155806 -0.238930 -0.016 0.102 0.288 -0.19
H -2.848989 -0.104416 5.694060 -0.003 0.012 0.002 0.13
H -4.766767 1.660514 2.524638 -0.009 -0.011 0.006 0.14
H -0.656655 0.406611 2.043500 -0.007 -0.006 0.004 0.08
C 0.496953 -2.488916 -2.026158 -0.036 -0.041 0.020 -0.22
As -0.238985 -1.517715 -0.531611 0.051 0.074 -0.016 1.12
C 0.520404 -2.331253 1.039843 -0.066 -0.032 -0.001 -0.21
C -2.137530 -2.012507 -0.619093 -0.023 -0.081 -0.114 -0.26
C -2.391554 -3.226423 0.224773 0.033 -0.003 0.025 -0.34
C -2.691853 -3.092406 1.579057 -0.041 -0.022 -0.024 -0.06
C -2.874025 -4.214439 2.370637 0.003 -0.008 0.000 -0.05
C -2.749818 -5.483049 1.815688 -0.011 0.007 0.020 -0.04
C -2.456779 -5.624126 0.467818 0.013 0.012 -0.037 -0.04
C -2.276208 -4.498941 -0.326629 0.008 -0.018 0.013 -0.05
H 0.146148 -3.516053 -1.905117 0.013 0.013 -0.003 0.05
H 1.583247 -2.497511 -2.036262 0.023 0.023 0.017 0.03
H 0.106682 -2.086540 -2.959228 0.021 0.010 -0.001 0.06
H 0.150522 -3.357061 1.068430 0.026 0.009 -0.010 0.06
H 0.198796 -1.817685 1.942029 -0.003 0.018 0.030 0.00
H 1.604104 -2.332346 0.974306 0.040 0.008 0.013 0.04
H -2.295457 -2.224206 -1.678692 -0.059 0.055 0.012 0.09
H -2.755163 -1.162086 -0.347461 0.037 -0.005 0.101 0.06
H -2.806933 -2.104243 2.012018 0.006 0.047 0.015 0.10
H -3.123929 -4.106141 3.417758 -0.001 0.001 -0.003 0.12
H -2.899005 -6.359268 2.431637 0.006 0.000 0.000 0.12
H -2.380442 -6.609531 0.028814 -0.002 -0.003 0.003 0.12
H -2.075330 -4.619003 -1.385784 -0.006 0.000 -0.001 0.12
```
Forces are in eV/Å.

Calculated values
Kohn-Sham gap, eV: 4.806
Total charge: +3
Energy above the lowest of the compared OMol25 structures with the same formula, charge and spin, eV: 0.155
LUMO energy, Ha: -0.4122
Spin multiplicity: 1
Electronic energy, eV: -181653.7077

---

This record from OMol25 describes a structure of composition C23H32BF4I2N2OPtSi3. The level of theory is wB97M-V/def2-TZVPD.

XYZ file:
```
69
Properties=species:S:1:pos:R:3:forces:R:3:lowdin_charge:R:1
Pt 0.237946 -0.052765 0.608697 0.410 0.507 0.384 1.13
I -4.318859 -3.469612 1.821477 0.034 0.024 0.044 0.84
C -2.896427 -2.554443 3.047072 0.017 0.046 -0.210 -0.65
C -2.971295 -2.713927 4.421502 0.103 0.067 0.026 -0.26
C -2.039538 -2.126429 5.245486 -0.064 -0.051 0.039 -0.69
I -2.226067 -2.434124 7.311769 0.010 0.012 -0.054 0.84
C -0.998054 -1.341729 4.700111 0.064 0.052 -0.081 -0.21
C 0.005103 -0.726131 5.482343 -0.015 -0.012 0.040 -0.05
C 0.982646 0.019146 4.895838 0.004 0.006 0.005 -0.04
C 0.963143 0.184937 3.508140 0.059 0.036 -0.020 -0.15
N 0.042819 -0.364885 2.743005 -0.044 -0.169 -0.180 -0.03
C -0.930802 -1.153926 3.288379 -0.041 -0.016 0.174 -0.10
C -1.891563 -1.802341 2.377480 -0.067 0.005 0.187 -0.47
O -1.817707 -1.687648 1.138562 -0.022 0.040 -0.057 -0.15
H -3.768144 -3.311075 4.844432 0.001 0.002 -0.008 0.07
H -0.007977 -0.865800 6.555187 -0.001 -0.003 -0.008 0.05
H 1.773325 0.475469 5.474982 -0.008 -0.003 -0.006 0.11
H 1.726836 0.761601 3.004656 0.001 -0.008 -0.003 0.11
C 2.100821 1.424830 -3.717898 0.022 0.024 -0.039 -0.18
Si 1.735819 1.337658 -1.862144 0.004 0.047 -0.071 0.37
C 3.380152 1.057942 -1.026785 0.077 -0.023 0.106 -0.16
C 1.261409 3.100416 -1.377756 0.027 0.098 0.033 -0.18
C 0.406141 0.093683 -1.473265 -0.015 0.114 -0.107 -0.61
Si 0.709532 -1.588375 -2.258758 0.012 0.007 0.028 0.39
C -0.187411 -2.960992 -1.367562 -0.024 -0.079 0.089 -0.17
C 2.506675 -2.108550 -2.345121 0.118 0.041 -0.037 -0.17
C 0.102073 -1.585747 -4.049450 -0.070 -0.027 -0.058 -0.18
Si -1.272338 0.736229 -1.922898 0.128 -0.289 -0.076 0.43
C -2.696031 -0.463375 -1.807904 -0.037 -0.168 -0.009 -0.16
C -1.473285 1.653780 -3.548302 -0.036 0.097 -0.067 -0.17
C -1.602267 1.938351 -0.506399 0.001 -0.003 0.078 -0.27
C -2.428977 3.056177 -0.499916 0.050 -0.010 -0.041 -0.05
C -2.562721 3.822047 0.641203 0.004 -0.001 0.000 -0.06
C -1.853546 3.446695 1.772111 -0.002 0.040 0.039 -0.05
C -1.057834 2.322445 1.725495 -0.011 -0.030 -0.161 -0.10
N -0.936073 1.579100 0.612079 -0.299 -0.082 0.197 -0.11
H 2.729624 2.299985 -3.913312 -0.006 -0.034 -0.017 0.03
H 1.198899 1.516936 -4.325835 0.018 0.010 -0.005 0.01
H 2.648739 0.543376 -4.060199 -0.022 0.007 0.003 0.02
H 4.125822 1.719742 -1.480140 -0.015 0.007 0.001 0.03
H 3.746549 0.034822 -1.107055 -0.006 0.012 0.006 0.02
H 3.316082 1.293569 0.037268 0.021 -0.043 -0.021 0.03
H 2.107619 3.745873 -1.636268 -0.036 0.016 0.008 0.03
H 1.103290 3.183377 -0.299532 -0.008 0.010 -0.015 0.02
H 0.378403 3.493581 -1.886296 0.003 -0.009 0.005 0.02
H 0.258298 -3.127312 -0.383756 -0.029 0.002 -0.019 0.03
H -0.083717 -3.885955 -1.944810 -0.015 0.010 0.009 0.03
H -1.246251 -2.761482 -1.206735 0.005 -0.018 0.012 0.01
H 2.998045 -2.005364 -1.378901 0.020 -0.076 -0.017 0.01
H 3.082010 -1.550934 -3.088896 -0.011 0.009 0.022 0.03
H 2.542735 -3.166727 -2.622870 0.000 0.016 -0.023 0.04
H -0.972144 -1.399411 -4.130770 0.029 -0.023 -0.022 0.01
H 0.294586 -2.575391 -4.476339 -0.004 0.034 -0.021 0.03
H 0.623117 -0.846902 -4.662856 0.000 -0.014 0.014 0.02
H -2.659258 -1.206482 -2.608645 -0.032 -0.003 0.037 0.03
H -3.640706 0.081103 -1.901497 0.003 0.001 0.006 0.04
H -2.683280 -0.986309 -0.847511 -0.018 0.027 -0.027 0.01
H -1.220752 0.982794 -4.373166 -0.023 0.041 -0.002 0.02
H -0.844291 2.541405 -3.632516 0.000 -0.014 0.002 0.02
H -2.517495 1.954945 -3.677696 0.016 0.008 -0.016 0.03
H -2.956639 3.314892 -1.409773 0.003 0.006 0.015 0.11
H -3.202066 4.695678 0.652880 0.004 0.000 0.010 0.11
H -1.911452 4.009369 2.693429 -0.008 0.005 -0.011 0.11
H -0.496570 2.000723 2.586932 0.004 -0.038 0.024 0.10
F 3.494858 -0.237486 1.913608 -0.017 -0.006 0.006 0.12
B 3.112098 -1.527378 1.565721 -0.056 -0.023 0.011 -1.23
F 2.760410 -2.273034 2.671753 -0.010 0.025 -0.015 0.15
F 4.043090 -2.152678 0.762337 -0.014 0.038 0.044 0.15
F 1.872793 -1.407925 0.715606 -0.181 -0.272 -0.185 -0.09
```
Forces are in eV/Å.

Calculated values
Kohn-Sham gap, eV: 6.662
Total charge: -1
Energy above the lowest of the compared OMol25 structures with the same formula, charge and spin, eV: 0.949
LUMO energy, Ha: 0.0783
Spin multiplicity: 1
Electronic energy, eV: -84038.4588

---

Q: spin multiplicity of number 2 (C23H32BF4I2N2OPtSi3)?
A: 1